1.
# C5H9NO2

One molecule with the formula C5H9NO2 in a non-equilibrium geometry (ωB97M-V/def2-TZVPD, OMol25).

Computed properties:
DFT total energy in eV: -10913.2174
ΔE to the lowest compared entry with this formula, charge and spin in eV: 3.3583
Charge: 0
Frontier orbital gap in eV: 10.0640
M in g mol⁻¹: 115.13
E_LUMO in eV: 0.882

CARTESIAN COORDINATES (ANGSTROEM)
1 C -2.312 0.718 -0.529
2 C -1.309 -0.364 1.107
3 C -0.518 -0.846 -0.067
4 C 1.199 1.032 -0.253
5 C 0.897 -0.490 -0.226
6 N -1.616 0.178 -1.432
7 O -2.231 0.562 0.788
8 O -0.935 -2.185 -0.378
9 H -3.034 1.363 -0.887
10 H -1.753 -1.073 1.796
11 H -0.494 0.047 1.829
12 H 2.239 1.143 -0.140
13 H 0.658 1.548 0.493
14 H 0.984 1.535 -1.257
15 H 1.340 -0.914 0.666
16 H 1.238 -0.990 -1.169
17 H -0.792 -2.195 -1.386



2.
# C12H16ClN2O2RhS

C12H16ClN2O2RhS as an isolated structure in a non-equilibrium geometry (ωB97M-V/def2-TZVPD, OMol25).

Computed properties:
Spin multiplicity: 2
DFT total energy in eV: -46135.1472
ΔE to the lowest compared entry with this formula, charge and spin in eV: 1.9178
Charge: +1
Frontier orbital gap (alpha / beta) in eV: 6.0291 / 6.3386
M in g mol⁻¹: 390.70
E_LUMO (alpha / beta) in eV: -5.456 / -5.162

CARTESIAN COORDINATES (ANGSTROEM)
1 Rh 0.873 2.181 0.635
2 Cl 2.602 -3.997 4.363
3 C 1.908 -2.601 3.615
4 C 0.614 -2.178 3.979
5 C 0.063 -1.063 3.414
6 C 0.778 -0.285 2.480
7 O 0.237 0.812 2.020
8 C 2.050 -0.757 2.072
9 C 2.815 -0.122 1.065
10 O 2.554 0.918 0.432
11 C 2.599 -1.917 2.672
12 H 0.054 -2.742 4.714
13 H -0.931 -0.733 3.687
14 H 3.757 -0.614 0.788
15 H 3.583 -2.261 2.376
16 C -2.184 1.397 -2.978
17 C -1.658 0.190 -2.208
18 C -2.808 -0.591 -1.587
19 C -0.826 -0.715 -3.123
20 N -0.842 0.661 -1.054
21 N 0.175 1.598 -1.358
22 H -2.963 1.075 -3.668
23 H -1.409 1.879 -3.579
24 H -2.627 2.126 -2.295
25 H -3.440 -1.006 -2.372
26 H -3.414 0.061 -0.957
27 H -2.435 -1.417 -0.976
28 H -1.448 -1.153 -3.904
29 H -0.383 -1.533 -2.549
30 H -0.024 -0.158 -3.614
31 H -0.443 -0.116 -0.539
32 H -0.229 2.350 -1.904
33 H 0.976 1.219 -1.864
34 S 1.406 5.436 1.334
35 C 1.021 4.055 0.881



3.
# C31H25Cl3GeKN2P

C31H25Cl3GeKN2P as an isolated structure in a non-equilibrium geometry (ωB97M-V/def2-TZVPD, OMol25).

Computed properties:
Spin multiplicity: 2
DFT total energy in eV: -155231.1619
ΔE to the lowest compared entry with this formula, charge and spin in eV: 0.9398
Charge: -1
Frontier orbital gap (alpha / beta) in eV: 4.5229 / 3.1380
M in g mol⁻¹: 674.60
E_LUMO (alpha / beta) in eV: 1.464 / 0.105

CARTESIAN COORDINATES (ANGSTROEM)
1 K -0.009 -0.901 -1.006
2 Cl -1.731 1.194 -6.989
3 Ge -2.961 0.451 -5.265
4 Cl -3.904 -1.488 -5.807
5 Cl -1.344 0.047 -3.654
6 N 0.873 1.034 0.520
7 P 2.078 1.972 0.454
8 C 3.602 1.241 1.064
9 C 3.558 0.187 2.077
10 C 4.676 -0.161 2.771
11 C 5.934 0.304 2.362
12 C 6.024 1.224 1.313
13 C 4.832 1.762 0.750
14 C 1.706 3.467 1.324
15 C 2.471 4.580 1.102
16 C 2.096 5.807 1.742
17 C 1.144 5.796 2.745
18 C 0.436 4.597 3.031
19 C 0.660 3.479 2.279
20 C 2.427 2.384 -1.312
21 C 1.955 3.565 -1.804
22 C 2.145 3.928 -3.143
23 C 2.572 2.909 -4.013
24 C 3.152 1.748 -3.517
25 C 3.198 1.569 -2.108
26 H 2.599 -0.261 2.298
27 H 4.510 -0.690 3.698
28 H 6.810 -0.201 2.768
29 H 7.016 1.560 1.032
30 H 4.933 2.637 0.062
31 H 3.253 4.584 0.355
32 H 2.480 6.738 1.355
33 H 0.806 6.736 3.289
34 H -0.315 4.572 3.772
35 H 0.155 2.530 2.440
36 H 1.368 4.239 -1.172
37 H 1.787 4.893 -3.514
38 H 2.458 3.109 -5.102
39 H 3.622 1.082 -4.160
40 H 3.725 0.739 -1.687
41 N -2.153 -2.175 -0.147
42 C -3.039 -2.995 0.132
43 C -2.858 -3.828 1.425
44 C -1.945 -3.289 2.338
45 C -1.596 -3.994 3.484
46 C -1.881 -5.378 3.551
47 C -2.688 -5.962 2.553
48 C -3.267 -5.149 1.556
49 C -4.258 -3.153 -0.759
50 C -5.531 -3.359 -0.229
51 C -6.596 -3.318 -1.092
52 C -6.410 -3.308 -2.451
53 C -5.156 -3.293 -3.008
54 C -4.072 -3.001 -2.142
55 H -1.657 -2.314 2.139
56 H -0.826 -3.552 4.154
57 H -1.540 -6.049 4.348
58 H -2.739 -7.043 2.415
59 H -3.989 -5.575 0.902
60 H -5.635 -3.503 0.841
61 H -7.604 -3.253 -0.656
62 H -7.220 -3.374 -3.185
63 H -5.072 -3.364 -4.080
64 H -3.068 -2.727 -2.441



4.
# C24H23Co2N2O6

C24H23Co2N2O6 as an isolated structure in a non-equilibrium geometry (ωB97M-V/def2-TZVPD, OMol25).

Computed properties:
DFT total energy in eV: -115775.8638
ΔE to the lowest compared entry with this formula, charge and spin in eV: 0.6030
Charge: -1
Frontier orbital gap in eV: 3.1024
M in g mol⁻¹: 553.32
E_LUMO in eV: 1.609

CARTESIAN COORDINATES (ANGSTROEM)
1 C 4.783 -0.070 1.010
2 C 3.283 0.155 1.190
3 C 2.477 -0.816 0.310
4 C 2.198 -0.206 -1.034
5 N 0.943 0.169 -1.359
6 C 0.619 0.676 -2.678
7 C 1.835 1.318 -3.299
8 C 3.029 0.405 -3.228
9 N 3.220 -0.029 -1.859
10 C 4.542 -0.584 -1.517
11 C 5.275 0.189 -0.407
12 H 5.318 0.583 1.705
13 H 4.998 -1.108 1.297
14 H 2.999 -0.002 2.241
15 H 3.013 1.199 0.956
16 H 3.045 -1.749 0.192
17 H 1.549 -1.109 0.805
18 H 0.286 -0.170 -3.309
19 H -0.217 1.383 -2.590
20 H 1.624 1.551 -4.346
21 H 2.064 2.251 -2.771
22 H 2.917 -0.467 -3.896
23 H 3.939 0.922 -3.552
24 H 4.448 -1.649 -1.235
25 H 5.157 -0.540 -2.428
26 H 5.227 1.266 -0.625
27 H 6.334 -0.100 -0.446
28 O -5.775 -2.537 1.147
29 C -4.701 -2.214 0.863
30 Co -3.023 -1.929 0.523
31 C -2.498 -2.442 2.108
32 O -2.265 -2.857 3.162
33 C -2.752 -3.389 -0.391
34 O -2.672 -4.442 -0.858
35 C -2.410 0.311 0.463
36 C -2.505 0.804 1.815
37 C -3.684 0.571 2.548
38 C -3.872 1.164 3.791
39 C -2.864 1.952 4.353
40 C -1.649 2.109 3.676
41 C -1.454 1.529 2.423
42 C -1.506 0.310 -0.581
43 C -0.077 -0.109 -0.449
44 Co -3.171 0.031 -1.135
45 C -4.839 0.093 -0.573
46 O -5.933 0.266 -0.226
47 C -3.241 -1.440 -2.238
48 O -3.360 -2.176 -3.124
49 C -3.446 1.532 -1.973
50 O -3.661 2.570 -2.439
51 H -4.455 -0.079 2.120
52 H -4.824 1.016 4.301
53 H -3.022 2.452 5.315
54 H -0.847 2.708 4.111
55 H -0.501 1.647 1.903
56 H -0.126 -1.202 -0.298
57 H 0.229 0.282 0.537



5.
# C42H42Cl3GeLaN6O4S

C42H42Cl3GeLaN6O4S as an isolated structure in a non-equilibrium geometry (ωB97M-V/def2-TZVPD, OMol25).

Computed properties:
DFT total energy in eV: -167150.8865
ΔE to the lowest compared entry with this formula, charge and spin in eV: 0.4230
Charge: -2
Frontier orbital gap in eV: 6.0669
M in g mol⁻¹: 1044.78
E_LUMO in eV: 3.975

CARTESIAN COORDINATES (ANGSTROEM)
1 La -0.197 1.043 -0.122
2 N -4.575 0.768 -1.094
3 C -3.277 1.215 -1.286
4 S -2.199 0.097 -1.982
5 N -3.127 2.504 -1.029
6 N -1.873 2.918 -1.047
7 C -1.702 4.207 -1.087
8 C -0.373 4.799 -1.007
9 C -0.283 6.200 -0.650
10 C 0.962 6.768 -0.452
11 C 2.125 6.019 -0.549
12 C 2.067 4.677 -0.837
13 C 0.828 4.017 -1.095
14 O 0.836 2.779 -1.373
15 H -4.881 -0.172 -1.300
16 H -5.247 1.439 -0.741
17 H -2.495 4.968 -1.180
18 H -1.203 6.811 -0.556
19 H 0.988 7.792 -0.190
20 H 3.054 6.535 -0.320
21 H 2.972 4.009 -0.964
22 N 1.603 1.041 1.609
23 C 1.684 1.696 2.758
24 C 2.702 1.585 3.686
25 C 2.555 2.133 4.930
26 C 1.557 3.021 5.222
27 C 0.487 3.213 4.307
28 C -0.724 3.944 4.504
29 C -1.718 3.917 3.524
30 C -1.502 3.293 2.279
31 N -0.344 2.736 2.012
32 C 0.618 2.665 2.989
33 H 2.476 0.481 1.513
34 H 0.227 -3.855 4.901
35 H 3.619 0.990 3.397
36 H 3.428 1.916 5.701
37 H 1.569 3.573 6.130
38 H -0.942 4.504 5.399
39 H -2.694 4.351 3.794
40 H -2.131 3.243 1.346
41 Cl -4.849 -4.945 0.161
42 C -3.859 -3.555 0.630
43 C -2.564 -3.445 0.199
44 C -1.772 -2.397 0.646
45 Cl -0.214 -2.207 -0.165
46 C -2.305 -1.336 1.397
47 O -1.656 -0.220 1.626
48 C -3.716 -1.453 1.691
49 Cl -4.402 -0.052 2.516
50 C -4.438 -2.568 1.301
51 H -2.170 -4.208 -0.479
52 H -5.394 -2.650 1.741
53 C -0.521 -4.954 -5.834
54 C 0.817 -4.339 -5.944
55 C 1.451 -4.568 -7.112
56 C 2.662 -3.988 -7.349
57 C 3.400 -3.331 -6.343
58 C 2.711 -3.161 -5.112
59 N 3.244 -2.355 -4.127
60 C 3.190 -0.966 -4.343
61 C 3.339 -0.375 -5.629
62 C 3.262 1.014 -5.751
63 C 3.035 1.799 -4.620
64 C 2.721 1.229 -3.395
65 C 2.868 -0.131 -3.217
66 C 2.457 -0.722 -1.888
67 O 2.999 -1.741 -1.457
68 O 1.511 -0.088 -1.315
69 C 1.393 -3.604 -4.900
70 C 0.547 -3.048 -3.669
71 H -0.628 -5.683 -6.645
72 H -1.303 -4.201 -5.803
73 H -0.665 -5.516 -4.938
74 H 1.004 -5.147 -7.876
75 H 3.094 -4.133 -8.375
76 H 4.393 -2.927 -6.511
77 H 3.054 -2.635 -3.170
78 H 3.543 -0.965 -6.505
79 H 3.516 1.501 -6.695
80 H 3.059 2.858 -4.729
81 H 2.360 1.744 -2.453
82 H 0.632 -1.986 -3.802
83 H 1.050 -3.311 -2.677
84 H -0.480 -3.406 -3.635
85 C -3.313 -1.643 5.923
86 Ge -1.233 -1.826 5.713
87 C -0.340 -0.496 4.543
88 C -0.502 -1.692 7.584
89 C -0.808 -3.560 4.971
90 H -3.742 -2.584 6.271
91 H -3.701 -1.355 4.951
92 H -3.500 -0.877 6.700
93 H 0.398 -0.053 5.166
94 H -0.989 0.339 4.350
95 H 0.124 -0.867 3.593
96 H -0.207 -0.705 7.921
97 H 0.336 -2.384 7.815
98 H -1.311 -2.042 8.213
99 H -1.217 -3.465 3.984
100 H -1.243 -4.460 5.713



- The lowest ΔE to the lowest compared entry with this formula, charge and spin belongs to which entry?
  C42H42Cl3GeLaN6O4S